Computed, not measured: 11 unconnected molecules or ions with the total composition C15H39N9O24 in a non-equilibrium geometry, with ωB97M-V/def2-TZVPD.

Each line ends with the Löwdin charge.
CARTESIAN COORDINATES (ANGSTROEM)
C (-0.680, 1.174, 1.570)  -0.0360
O (-0.540, 0.036, 0.725)  0.0061
C (0.546, -0.121, -0.051)  -0.6109
O (1.515, 0.560, -0.005)  0.1285
O (0.268, -1.010, -0.987)  0.0072
C (1.188, -1.467, -1.975)  -0.0471
H (-0.236, 2.124, 1.272)  0.0719
H (-0.184, 0.902, 2.502)  0.1025
H (-1.709, 1.335, 1.891)  0.0741
H (1.396, -0.736, -2.757)  0.0862
H (0.697, -2.326, -2.431)  0.0919
H (2.133, -1.857, -1.597)  0.0604
C (-2.879, -3.152, -1.017)  -0.0014
O (-4.041, -2.923, -0.166)  -0.0304
C (-5.086, -2.175, -0.573)  -0.5896
O (-5.219, -1.688, -1.660)  0.1249
O (-5.969, -1.992, 0.422)  -0.0282
C (-7.178, -1.208, 0.295)  -0.0175
H (-3.199, -2.872, -2.020)  0.0865
H (-2.497, -4.166, -0.902)  0.0929
H (-2.237, -2.335, -0.688)  0.0855
H (-7.461, -0.600, 1.154)  0.0934
H (-8.003, -1.875, 0.041)  0.0929
H (-7.123, -0.559, -0.579)  0.0892
C (3.601, 2.547, -1.503)  0.0432
N (4.277, 2.267, -0.251)  -0.4698
O (3.920, 2.778, 0.760)  0.0752
O (5.229, 1.542, -0.202)  0.0574
H (2.853, 1.802, -1.776)  0.0877
H (4.350, 2.290, -2.252)  0.1015
H (3.287, 3.590, -1.457)  0.1019
C (2.401, -1.839, -6.616)  0.0665
N (3.558, -1.458, -5.821)  -0.3898
O (4.630, -1.052, -6.395)  0.0790
O (3.476, -1.448, -4.589)  0.0305
H (1.776, -2.297, -5.850)  0.1059
H (2.768, -2.516, -7.388)  0.1184
H (1.997, -0.893, -6.977)  0.1263
C (-1.629, 6.056, 2.904)  0.0490
N (-1.419, 4.641, 3.163)  -0.4214
O (-0.788, 4.232, 4.145)  0.0706
O (-1.756, 3.903, 2.265)  0.0178
H (-2.180, 6.478, 3.745)  0.1132
H (-2.359, 6.043, 2.095)  0.0947
H (-0.726, 6.565, 2.566)  0.0925
C (-4.674, 2.918, 1.897)  0.0452
N (-4.563, 3.859, 0.652)  -0.3928
O (-4.319, 3.315, -0.444)  0.0438
O (-4.725, 5.043, 0.911)  0.0447
H (-5.722, 2.772, 2.158)  0.0950
H (-4.162, 3.409, 2.725)  0.0724
H (-4.196, 1.946, 1.777)  0.0578
C (4.794, -3.412, -2.531)  0.1312
N (5.629, -3.923, -3.707)  -0.2525
O (5.121, -3.980, -4.881)  0.3478
O (6.666, -4.445, -3.480)  0.2772
H (3.986, -4.120, -2.347)  0.1289
H (4.394, -2.422, -2.748)  0.0869
H (5.481, -3.347, -1.687)  0.1260
C (3.842, -0.695, 2.501)  0.0814
N (3.949, -1.337, 1.149)  -0.4458
O (4.924, -1.248, 0.537)  0.1036
O (2.966, -1.935, 0.752)  0.0145
H (4.575, -1.089, 3.204)  0.1078
H (2.842, -0.830, 2.912)  0.1002
H (3.973, 0.371, 2.315)  0.0935
C (-4.258, -2.557, 3.378)  0.0534
N (-3.655, -1.281, 2.918)  -0.4333
O (-4.208, -0.204, 2.919)  0.0471
O (-2.511, -1.313, 2.604)  0.0808
H (-3.545, -3.344, 3.623)  0.1018
H (-4.999, -3.053, 2.751)  0.0947
H (-4.759, -2.223, 4.286)  0.1005
C (1.089, 4.716, 0.816)  0.0505
N (1.739, 6.095, 0.642)  -0.4205
O (0.988, 7.053, 0.824)  0.0468
O (2.852, 6.086, 0.202)  0.0842
H (0.018, 4.908, 0.752)  0.0775
H (1.195, 4.443, 1.866)  0.0981
H (1.542, 3.962, 0.172)  0.0728
C (1.341, -4.655, 0.646)  0.0244
N (0.506, -4.017, 1.724)  -0.4004
O (1.139, -3.689, 2.739)  0.0616
O (-0.658, -3.868, 1.388)  0.0672
H (1.276, -5.743, 0.617)  0.1012
H (2.356, -4.264, 0.724)  0.0640
H (1.005, -4.203, -0.287)  0.0775

Force components x, y, z for each atom (eV/Å):
0.786 -0.066 1.845
-0.121 -0.581 -1.315
-1.976 1.204 0.332
2.050 0.803 0.104
-0.488 -1.397 -0.319
0.076 -0.243 -0.034
-0.014 -0.386 -0.795
0.183 0.165 0.177
-0.074 -0.387 -0.822
-0.137 0.261 0.208
-0.232 0.155 -0.074
0.017 0.416 0.567
-1.331 2.095 -0.081
-1.038 -0.622 1.034
-0.089 0.680 -0.484
0.223 -0.084 -0.521
0.429 -0.454 1.507
-0.154 -0.178 -1.928
0.196 -0.555 -0.254
-0.235 0.306 0.173
0.803 -0.594 -0.062
0.812 -0.450 0.326
0.054 -0.250 0.348
0.386 0.153 0.083
0.568 -0.323 -1.496
0.478 -0.637 1.122
-2.234 1.945 1.581
1.574 -1.784 -1.710
-0.539 0.268 1.030
0.206 0.881 -0.133
-0.129 -0.300 -0.349
-0.008 -0.245 0.609
4.737 2.430 -0.235
-3.558 -1.606 1.374
-0.164 -0.696 -0.851
-0.439 -0.094 -0.664
-0.372 0.234 -0.088
-0.147 -0.283 -0.292
-1.782 0.772 -0.203
2.276 -1.384 0.837
-1.024 1.105 -0.794
-0.559 -0.630 -0.415
0.741 0.248 0.231
0.235 0.222 -0.149
0.078 -0.160 0.497
0.323 0.297 -0.134
0.279 -1.860 0.428
-0.570 1.737 2.123
0.276 -0.988 -1.052
0.015 0.262 -0.343
-0.224 0.248 -0.279
-0.092 0.244 -0.698
-0.193 0.811 -0.097
0.195 -0.939 2.130
-0.089 0.540 0.074
-0.333 0.481 -0.985
0.132 -0.159 -0.284
0.068 -0.119 -0.316
0.170 -0.211 -0.212
-0.496 0.671 0.220
-3.583 -0.479 2.750
4.355 0.495 -2.212
-0.902 -0.566 -0.213
0.190 0.002 -0.485
0.099 -0.317 -0.379
0.345 -0.035 0.085
-1.268 -0.286 1.394
0.606 0.399 -0.684
-2.412 -0.046 0.568
2.622 -1.329 -0.643
0.560 0.755 -0.199
0.049 0.935 -0.606
-0.178 -0.373 0.081
-0.418 0.922 1.123
-2.114 -1.379 -0.656
1.244 -0.444 0.178
0.752 0.787 0.063
0.145 -0.300 -0.783
0.579 -0.094 0.011
-0.170 0.391 0.060
0.634 0.948 -0.720
1.477 -0.358 -0.656
-2.137 -0.271 -1.165
0.656 0.292 1.643
-0.168 0.242 0.337
0.003 -0.482 0.603
-0.492 -0.380 0.013

- spin multiplicity = 2
- <S²> = 0.76
- E_LUMO (spin up / spin down) (eV) = -6.84 / -10.31
- net charge = +1
- total energy (eV) = -78699.813